13
Properties=species:S:1:pos:R:3:forces:R:3 method="wB97M-V/def2-TZVPD" energy_ev=-29458.33413 e_above_lowest_ev=1.211 homo_lumo_gap_ev=9.65
S 2.519 1.694 0.104 0.1170 -2.1950 -0.1070
P 2.687 -0.281 -0.025 1.6342 3.3117 -0.4177
O 3.868 -0.899 0.846 0.0595 0.9303 0.5207
O 1.509 -1.178 0.513 -0.6731 -1.4214 0.2645
O 2.950 -0.841 -1.490 -0.1646 0.2817 0.4074
C 0.271 -0.765 0.382 -0.6895 1.1847 0.5592
C -2.067 0.595 0.469 3.2123 0.8733 -0.9213
C -0.675 -0.025 0.481 -1.5707 -0.6515 -0.8590
H -2.715 0.031 -0.255 0.3786 0.8615 1.0768
H -2.259 0.581 1.530 -1.2619 0.0331 0.0857
H -1.811 1.690 0.175 -1.1467 -1.7627 0.2481
H 4.070 -0.187 1.500 0.1509 -0.7873 -0.4040
H 2.581 -1.723 -1.523 -0.0460 -0.6583 -0.4534



95
Properties=species:S:1:pos:R:3:forces:R:3 method="wB97M-V/def2-TZVPD" total_charge=+1 energy_ev=-81854.29375 e_above_lowest_ev=4.162 homo_lumo_gap_ev=8.24
Sc 0.796 -1.454 0.226 -0.1142 1.1613 0.4595
O 0.905 -4.768 2.514 0.0409 0.0310 -0.2364
O 1.098 -3.263 0.858 0.3407 -0.2863 0.0480
N -1.766 -0.182 -0.590 0.1867 0.2468 -0.2385
N 3.465 1.006 0.337 0.1436 0.1046 0.1276
N -1.282 -2.754 0.026 0.1719 -0.1955 -0.1522
N -2.857 -4.101 -0.688 -0.0122 -0.0652 0.0563
N 0.950 -1.279 2.685 0.0327 -0.4840 -0.3893
N -5.087 -4.213 -1.461 0.0158 0.1262 -0.1133
N 1.117 0.921 0.334 0.0101 -0.5194 -0.2623
N -7.168 -4.236 -0.939 -0.3002 -0.0159 0.0751
N 2.277 2.924 0.659 -0.0128 0.0414 0.1345
N -6.132 -4.964 -1.025 0.1208 0.0078 0.0082
C 6.218 0.705 0.115 -0.0543 -0.1057 -0.0306
C 5.700 5.278 1.256 0.0389 0.0174 -0.0023
C 5.269 -0.430 -0.191 0.1441 0.0067 -0.0088
C 3.702 2.700 3.201 0.0003 0.0353 -0.0892
C -2.598 3.267 0.053 -0.0632 0.0818 -0.0639
C -0.300 2.461 -0.909 0.0407 0.0310 0.0401
C -3.779 -4.791 -1.567 -0.0551 -0.0243 -0.0457
C -2.298 2.441 1.320 0.0209 0.0249 0.0721
C -6.981 -0.625 -1.750 -0.1598 0.0059 0.0322
C -0.057 1.714 0.177 -0.0715 0.2116 0.1441
C -1.122 1.448 1.196 0.1271 0.0375 -0.1218
C 3.553 -2.532 -0.750 -0.1162 0.0788 -0.0647
C -2.063 0.497 -1.622 -0.0667 -0.0964 -0.0806
C -1.220 -3.260 -2.411 -0.1234 -0.0867 0.1171
C -3.043 -3.971 0.668 0.0506 0.0052 0.1067
C 0.672 2.638 -2.041 -0.0457 -0.1555 0.0883
C -2.055 -3.149 1.096 -0.0105 0.0142 0.0060
C 3.825 4.634 -0.084 0.0332 -0.0877 -0.0528
C -1.687 2.976 -1.156 0.1949 0.0122 0.0862
C 4.917 -2.699 -0.904 -0.0155 -0.1364 -0.0613
C -5.483 -2.919 -1.642 -0.4131 -0.1355 0.1132
C -3.599 2.181 -0.421 -0.0499 0.0091 -0.0466
C -4.838 -1.747 -2.032 0.1368 0.0549 -0.0558
C 2.968 -1.322 -0.334 -0.2953 -0.1532 0.0742
C 2.256 1.577 0.433 -0.0739 0.0482 0.0155
C -1.779 -3.353 -1.032 0.0457 0.1490 -0.0035
C 4.165 3.597 2.084 -0.1679 -0.0421 -0.0643
C 1.167 -3.669 2.092 0.1697 -0.0172 0.8435
C 1.643 -2.552 3.039 -0.0933 -0.1795 -0.1645
C 3.876 -0.289 -0.071 -0.2712 -0.1892 -0.1127
C -6.844 -2.946 -1.306 0.5022 0.0084 -0.1063
C -3.298 1.351 0.839 -0.0486 -0.1237 0.0400
C -2.132 0.344 0.705 -0.1230 -0.0504 -0.0199
C -5.614 -0.609 -2.077 0.1357 -0.0410 -0.0147
C 5.772 -1.649 -0.614 -0.1191 0.0232 0.0304
C 3.443 3.714 0.887 0.1868 0.0679 0.0620
C 4.947 5.421 0.100 0.0214 0.0356 0.0082
C -7.615 -1.785 -1.361 -0.0510 -0.0068 0.0128
C 5.307 4.379 2.234 -0.0307 -0.0155 -0.0097
C -2.700 1.843 -1.632 -0.1259 -0.0572 0.0018
H -5.160 0.328 -2.376 -0.0104 -0.0120 -0.0115
H -1.956 -2.898 -3.131 0.0410 0.0384 -0.0166
H 2.711 -2.424 2.858 0.0056 0.0577 0.0290
H 1.483 -2.848 4.073 -0.0056 0.0258 0.0124
H -7.543 0.297 -1.811 -0.0047 -0.0109 0.0103
H -0.863 -4.233 -2.753 0.0373 0.0259 -0.0243
H -3.879 -5.837 -1.285 0.0176 -0.0019 -0.0122
H -1.754 0.083 -2.585 0.0637 0.0359 0.0224
H -1.849 -2.839 2.107 0.0144 -0.0243 0.0019
H 4.063 3.078 4.156 -0.0030 -0.0363 0.0014
H 0.043 -1.283 3.144 -0.0718 0.0597 -0.0351
H -3.839 -4.477 1.189 0.0005 0.0177 -0.0244
H 5.236 6.140 -0.655 0.0010 -0.0124 -0.0129
H 5.315 -3.652 -1.230 0.0078 0.0139 0.0076
H 6.115 1.526 -0.603 -0.0024 0.0344 0.0390
H 2.612 2.666 3.232 0.0032 -0.0252 0.0349
H -8.665 -1.810 -1.105 0.0013 0.0223 -0.0094
H -3.147 2.055 -2.601 0.0118 0.0164 0.0069
H 7.244 0.351 0.056 0.0148 0.0368 -0.0034
H -3.407 -4.727 -2.589 0.0474 0.0101 0.0132
H -2.884 4.305 0.205 0.0309 -0.0021 0.0074
H -2.397 2.956 2.271 0.0060 -0.0078 -0.0021
H 6.843 -1.782 -0.709 0.0129 0.0447 -0.0001
H 4.065 1.676 3.087 0.0209 -0.0283 -0.0350
H 1.456 -0.505 3.101 0.0099 0.1828 -0.2211
H 6.587 5.879 1.404 -0.0078 0.0002 0.0031
H 6.072 1.109 1.121 0.0143 0.0318 0.0077
H -4.152 1.011 1.418 0.0126 0.0203 0.0130
H -0.374 -2.575 -2.406 -0.0026 0.0286 -0.0785
H 2.916 -3.388 -0.947 -0.0013 -0.0152 0.0281
H -4.644 2.387 -0.636 0.0059 -0.0147 0.0061
H -0.663 1.203 2.153 -0.0133 -0.0073 0.0086
H -2.230 -0.493 1.395 0.0279 -0.0148 0.0180
H -1.664 3.799 -1.869 -0.0519 -0.0144 -0.0134
H 5.881 4.294 3.149 -0.0053 0.0155 -0.0002
H -3.785 -1.725 -2.281 -0.0336 0.0281 0.0240
H 1.523 1.964 -1.955 0.0349 0.0287 -0.0551
H 4.224 1.667 0.399 -0.0088 0.0582 0.0671
H 3.237 4.719 -0.990 -0.0001 -0.0263 0.0049
H 1.395 3.399 0.557 -0.0588 -0.0430 0.0365
H 1.044 3.665 -2.086 0.0033 0.0133 -0.0271
H 0.175 2.436 -2.994 0.0069 0.0424 -0.0126



55
Properties=species:S:1:pos:R:3:forces:R:3 method="wB97M-V/def2-TZVPD" energy_ev=-44210.69892 e_above_lowest_ev=1.077 homo_lumo_gap_ev=9.32
S 0.916 -0.307 4.794 -0.2418 -0.4360 0.9762
O -1.002 -0.248 0.158 0.0020 0.0110 -0.1934
O 1.747 -1.132 3.965 -0.1366 -0.2139 -0.0334
O 1.277 1.443 -0.272 -0.3098 -0.1270 0.3472
O 1.265 1.072 4.956 -0.2307 0.2367 0.0477
O -0.740 -2.204 -2.369 -0.2143 -0.1775 -0.0024
N -0.702 -0.403 4.342 0.9545 0.1482 0.4201
N 0.801 -0.565 -2.559 0.1574 0.0266 0.0652
C -1.520 0.009 -2.102 -0.2203 -0.1364 0.3243
C -0.910 0.960 2.294 -0.2792 -0.1797 -0.1219
C 0.829 -1.063 6.436 0.0751 0.4002 -0.8161
C -3.345 1.379 -2.852 -0.0734 0.0668 -0.0582
C 1.857 -1.524 -2.822 0.0487 -0.4815 -0.2210
C 2.034 1.263 -1.438 0.0495 -0.0351 -0.4237
C 2.998 0.170 -4.255 -0.2024 -0.0445 -0.2252
C -2.899 1.159 -0.497 0.1256 -0.1059 0.2673
C -0.713 -1.519 2.135 -0.2592 0.1570 -0.1297
C 1.164 0.838 -2.638 0.1778 0.6639 0.0140
C -2.283 0.534 -3.130 0.1005 -0.0352 0.1656
C -3.649 1.683 -1.539 -0.0224 -0.0039 -0.0883
C -1.264 0.802 3.772 0.0355 0.6106 -0.1792
C -1.048 -1.611 3.624 0.0669 -0.5014 -0.3065
C -1.829 0.318 -0.770 0.0064 0.0504 -0.4483
C 1.835 1.121 -3.990 0.0826 -0.0329 0.2053
C 2.496 -1.269 -4.183 0.1397 0.1356 0.2597
C -1.376 -0.282 1.528 0.0741 -0.0644 0.5625
C -0.456 -1.020 -2.360 -0.1383 -0.0095 0.0396
H -2.469 -0.384 1.605 0.0965 0.0214 -0.0658
H -2.120 -1.788 3.765 0.0815 -0.0281 0.0616
H -2.351 0.759 3.906 0.0646 0.0013 0.0536
H -3.935 1.790 -3.657 -0.0571 0.0349 -0.0672
H 0.743 0.649 -0.116 0.0265 0.0820 -0.0065
H 1.755 -1.437 -4.967 -0.0289 -0.0564 -0.0410
H 0.242 1.427 -2.575 0.2371 -0.0850 0.0214
H -1.368 1.864 1.892 0.0235 0.0411 -0.0173
H -1.052 -2.415 1.613 -0.0087 -0.0129 -0.0138
H -4.478 2.337 -1.312 -0.0610 0.0523 0.0234
H 2.489 2.234 -1.649 0.0334 -0.0991 -0.0761
H 3.421 0.373 -5.241 0.0828 0.0310 0.0416
H 2.173 2.158 -4.012 -0.0495 0.0567 -0.0183
H 1.087 0.993 -4.777 -0.0382 0.0459 -0.0315
H 0.469 -2.077 6.332 -0.0832 -0.2007 -0.0209
H 0.368 -1.438 2.022 -0.0152 -0.0227 -0.0700
H 1.824 -1.054 6.860 0.2013 0.0103 -0.0260
H 0.173 1.059 2.195 0.0458 0.0478 -0.0669
H 3.317 -1.971 -4.335 -0.0134 -0.0607 -0.0297
H -2.045 0.272 -4.150 0.0255 -0.0418 -0.1065
H 1.398 -2.515 -2.784 0.1393 0.1557 0.0719
H -3.158 1.415 0.518 0.0151 0.0182 0.1059
H 0.152 -0.464 7.030 -0.1252 0.0893 0.0943
H 3.783 0.327 -3.514 0.1133 0.0008 0.0092
H -0.491 -2.431 4.076 -0.1984 -0.1646 -0.0703
H -0.863 1.637 4.347 -0.2602 0.0778 -0.1048
H 2.617 -1.463 -2.036 -0.0291 -0.0237 -0.0147
H 2.837 0.536 -1.264 0.0137 0.1067 -0.0828



21
Properties=species:S:1:pos:R:3:forces:R:3 method="wB97M-V/def2-TZVPD" energy_ev=-9964.92474 e_above_lowest_ev=6.250 homo_lumo_gap_ev=5.17
O -2.083 -0.986 -2.426 0.0160 -0.4726 0.2832
N 1.698 1.430 -0.230 -0.2431 -0.6817 0.2849
C -0.600 0.722 1.079 0.1657 0.7720 0.0034
C 1.156 1.429 -1.532 -0.1498 0.3267 -0.0092
C -0.920 -1.263 -0.364 2.1268 -0.0781 -0.9966
C -0.071 -0.607 0.599 -2.2083 -0.7407 1.2475
C -1.758 -0.580 -1.326 -0.4004 0.9251 -0.1387
C 0.204 -1.516 1.804 0.4428 -0.7425 -0.4490
H 0.640 0.457 -1.757 -0.1455 -0.0431 -0.1001
H 2.717 1.414 -0.228 0.0353 -0.4946 -0.2989
H -0.662 -2.290 -0.624 -0.2217 -0.0688 0.0994
H -0.650 1.380 0.227 -0.2202 0.4538 -0.0015
H 0.122 1.167 1.755 -0.0192 0.0384 0.0857
H -1.576 0.708 1.563 -0.0464 -0.4449 -0.0267
H 1.835 1.633 -2.359 0.2094 -0.1842 -0.0424
H 0.349 2.167 -1.571 -0.1677 -0.0192 -0.1456
H 0.867 -1.055 2.524 0.0482 0.2340 0.1375
H -0.742 -1.780 2.263 -0.1399 0.2220 0.2892
H 0.649 -2.473 1.518 0.1016 0.1025 -0.1364
H -2.098 0.414 -0.995 -0.0712 0.1016 -0.0589
H 0.923 -0.372 0.081 0.8875 0.7942 -0.0268